Run i
The following is a DFT calculation (ωB97M-V with the def2-TZVPD basis set) of the ion C6H11N2 with charge +1.

Values from the calculation:
Orbital gap: 9.317 eV
LUMO energy: -0.1917 hartree

```
! RIJCOSX wB97M-V def2-TZVPD def2/J DEFGRID3
* xyz 1 1
C -0.3508 1.4136 2.8654
C -0.2377 0.7049 0.8622
C 0.1059 0.1887 -1.6004
C -1.7702 -0.8029 -0.1923
C 2.1634 -0.0313 1.0070
C -0.8368 0.4146 -0.4105
N 0.8174 1.0113 2.7521
N 0.9246 0.5336 1.4570
H -0.9923 1.8784 3.5756
H -0.4974 0.1232 -2.5048
H 0.6524 -0.7479 -1.5003
H 0.8015 1.0174 -1.7128
H -1.1830 -1.7057 -0.0398
H -2.3856 -0.9282 -1.0795
H -2.4243 -0.6562 0.6647
H 2.9803 0.6109 1.3395
H 2.1845 -0.1170 -0.0750
H 2.3021 -1.0169 1.4575
H -1.4857 1.2725 -0.6406
*
```

---

Run ii
The following is a DFT calculation (ωB97M-V with the def2-TZVPD basis set) of the ion C6H11N2 with charge +1.

Values from the calculation:
Orbital gap: 10.538 eV
LUMO energy: -0.1283 hartree
SMILES string: C=C[C@H]1N=CCC[NH2+]1

```
! RIJCOSX wB97M-V def2-TZVPD def2/J DEFGRID3
* xyz 1 1
C -0.8383 1.8175 2.6017
C -0.6676 1.6062 1.3086
C -0.2671 -0.0141 0.7753
N -1.3919 -0.6402 0.2602
C -1.3537 -1.4058 -0.7389
C -0.1179 -1.7586 -1.4541
C 1.1619 -0.9975 -0.9287
N 0.8376 0.2941 -0.3508
H -1.3884 2.7333 2.8369
H -0.4586 1.1514 3.3806
H -1.0939 2.0868 0.4734
H 0.1547 -0.6624 1.5976
H -2.4293 -1.6850 -0.7741
H 0.0776 -2.8668 -1.1528
H -0.0808 -1.5990 -2.5915
H 1.5632 -1.6919 -0.1051
H 1.8664 -0.8291 -1.7654
H 1.6885 0.8398 0.1562
H 0.4699 0.8123 -1.1374
*
```

---

It is run i that is the least stable of them.

---

Run i
The following is a DFT calculation (ωB97M-V with the def2-TZVPD basis set) of the ion C6H11N2 with charge +1.

Values from the calculation:
Orbital gap (alpha / beta): 8.012 / 7.971 eV
LUMO energy (alpha / beta): -0.1719 / -0.1741 hartree
SMILES string: CC1=CC=C[N@@+]1(C)N

```
! RIJCOSX wB97M-V def2-TZVPD def2/J DEFGRID3
* xyz 1 1
C -0.9899 -1.8542 0.1281
C 0.1724 -0.9158 -0.0560
C 1.7113 -1.1911 -0.4327
C 2.3426 0.0711 -0.1947
C 1.4547 1.0784 0.0288
N 0.0373 0.5329 -0.0415
C -0.8260 1.0269 1.0721
N -0.5720 0.9454 -1.2871
H -1.2653 -1.5986 1.1231
H -0.7319 -2.9599 -0.1399
H -1.7269 -1.6001 -0.7051
H 2.1350 -2.0861 -0.6392
H 3.4062 0.2668 -0.3782
H 1.5716 2.1426 0.1890
H -1.9352 0.7436 0.7718
H -0.5108 0.6352 1.9946
H -0.9146 2.1635 1.1333
H 0.1241 0.9578 -2.1376
H -1.0096 1.8588 -1.0756
*
```

---

Run ii
The following is a DFT calculation (ωB97M-V with the def2-TZVPD basis set) of the ion C6H11N2 with charge +1.

Values from the calculation:
Orbital gap (alpha / beta): 8.645 / 8.715 eV
LUMO energy (alpha / beta): -0.2129 / -0.2115 hartree

```
! RIJCOSX wB97M-V def2-TZVPD def2/J DEFGRID3
* xyz 1 1
C 2.5867 1.5238 -0.5157
C 0.7432 0.4407 0.1091
C -1.4272 1.5353 0.7008
C -1.0925 -0.2350 -1.0726
C 1.9768 -1.7127 0.4793
C -0.6602 0.2757 0.3300
N 3.0138 0.3975 -0.1951
N 1.8499 -0.3137 0.0756
H 3.0199 2.4352 -0.7485
H -2.5410 1.4248 0.8558
H -1.3670 2.0870 -0.1930
H -1.0397 2.1245 1.5711
H -0.6551 0.0478 -2.0489
H -2.1220 -0.1438 -1.1265
H -0.8977 -1.3575 -0.9314
H 2.6838 -1.8095 1.4379
H 2.3524 -2.4032 -0.3394
H 0.9356 -2.0103 0.7316
H -0.7959 -0.5338 1.0479
*
```

---

It is run ii that is the least stable of them.